Density functional theory data (ωB97M-V with the def2-TZVPD basis set) for 2 unconnected molecules or ions with the total composition C5H10O at a distorted geometry.

Each line ends with the natural charge from an NBO analysis.
Atoms and positions in Å:
C1 -0.955 1.844 -1.528  -0.797
C2 -1.585 0.782 -1.076  0.727
O1 -2.170 -0.147 -0.678  -0.467
H1 0.113 1.958 -1.394  0.266
H2 -1.536 2.597 -2.038  0.265
C3 1.056 -0.976 -0.537  -0.618
C4 0.698 -0.041 0.621  -0.399
C5 -0.047 -0.755 1.742  -0.608
H3 1.467 -0.440 -1.401  0.207
H4 0.187 -1.550 -0.883  0.208
H5 1.811 -1.697 -0.207  0.208
H6 1.608 0.438 0.998  0.199
H7 0.081 0.797 0.299  0.190
H8 -0.938 -1.261 1.352  0.211
H9 -0.378 -0.045 2.507  0.208
H10 0.589 -1.505 2.222  0.202

Calculated values
Frontier orbital gap ... 10.304 eV
F_max ... 0.0212 hartree/bohr
E_HOMO ... -9.3509 eV
Relative energy (zero: lowest compared OMol25 entry of this formula, charge and spin) ... 1.303 eV


Density functional theory data (ωB97M-V with the def2-TZVPD basis set) for 2 unconnected molecules or ions with the total composition C5H10O.

Each line ends with the natural charge from an NBO analysis.
Atoms and positions in Å:
O1 1.325 -0.996 1.385  -0.536
C1 0.491 -0.409 0.735  0.617
C2 0.567 -0.077 -0.750  -0.528
C3 -0.903 0.029 -1.164  -0.397
C4 -1.594 0.664 0.061  -0.403
C5 -0.845 0.097 1.277  -0.532
H1 1.066 0.900 -0.841  0.233
H2 1.163 -0.810 -1.298  0.240
H3 -1.053 0.610 -2.078  0.216
H4 -1.307 -0.976 -1.341  0.202
H5 -2.666 0.445 0.089  0.216
H6 -1.488 1.755 0.021  0.202
H7 -1.364 -0.745 1.751  0.238
H8 -0.656 0.835 2.064  0.241
H9 3.870 -0.522 -0.202  -0.033
H10 3.320 -0.752 0.246  0.025

Calculated values
Frontier orbital gap ... 10.476 eV
F_max ... 0.0099 hartree/bohr
E_HOMO ... -9.4712 eV
Relative energy (zero: lowest compared OMol25 entry of this formula, charge and spin) ... 0.912 eV


Density functional theory data (ωB97M-V with the def2-TZVPD basis set) for C5H10O in the gas phase.

Each line ends with the natural charge from an NBO analysis.
Atoms and positions in Å:
C1 2.100 -0.329 -0.351  -0.724
C2 0.849 0.518 -0.302  0.613
O1 0.891 1.729 -0.351  -0.553
C3 -0.472 -0.221 -0.137  -0.325
C4 -1.605 0.533 -0.830  -0.600
C5 -0.677 -0.361 1.388  -0.603
H1 2.007 -1.227 0.269  0.221
H2 2.243 -0.659 -1.387  0.239
H3 2.967 0.259 -0.048  0.237
H4 -0.378 -1.223 -0.579  0.204
H5 -1.331 0.777 -1.862  0.215
H6 -1.818 1.474 -0.316  0.221
H7 -2.518 -0.073 -0.854  0.207
H8 -0.254 0.508 1.904  0.218
H9 -0.191 -1.257 1.788  0.211
H10 -1.739 -0.408 1.644  0.218

Calculated values
Frontier orbital gap ... 10.491 eV
F_max ... 0.0090 hartree/bohr
E_HOMO ... -9.5035 eV
Relative energy (zero: lowest compared OMol25 entry of this formula, charge and spin) ... 0.088 eV


Density functional theory data (ωB97M-V with the def2-TZVPD basis set) for C5H10O in the gas phase.

Each line ends with the natural charge from an NBO analysis.
Atoms and positions in Å:
C1 0.085 -0.995 -1.320  -0.621
C2 -0.622 0.901 0.095  0.129
C3 -1.589 0.157 0.922  -0.762
C4 0.936 -0.613 -0.078  -0.399
C5 0.741 0.825 0.563  -0.089
O1 1.610 1.782 0.007  -0.719
H1 -1.006 -0.911 -1.262  0.218
H2 0.382 -0.369 -2.165  0.220
H3 0.308 -2.040 -1.542  0.212
H4 -1.245 -0.576 1.673  0.192
H5 -2.429 -0.258 0.354  0.229
H6 -1.968 1.038 1.462  0.274
H7 0.834 -1.346 0.731  0.208
H8 1.968 -0.628 -0.433  0.241
H9 0.927 0.803 1.652  0.189
H10 1.070 2.229 -0.660  0.479

Calculated values
Frontier orbital gap ... 9.071 eV
F_max ... 0.0089 hartree/bohr
E_HOMO ... -8.5141 eV
Relative energy (zero: lowest compared OMol25 entry of this formula, charge and spin) ... 3.949 eV


Density functional theory data (ωB97M-V with the def2-TZVPD basis set) for 2 unconnected molecules or ions with the total composition C5H10O.

Each line ends with the natural charge from an NBO analysis.
Atoms and positions in Å:
O1 -0.501 1.727 1.253  -0.710
C1 -0.758 0.668 0.367  0.085
C2 0.134 -0.539 0.488  -0.249
C3 -0.198 -1.632 -0.524  -0.388
C4 -0.217 -0.568 -1.657  -0.397
C5 0.297 0.466 -0.658  -0.250
H1 -1.344 2.076 1.555  0.482
H2 -1.810 0.554 0.093  0.166
H3 0.744 -0.676 1.375  0.227
H4 0.663 -2.297 -0.653  0.208
H5 -1.093 -2.246 -0.370  0.195
H6 -1.218 -0.331 -2.038  0.195
H7 0.438 -0.783 -2.503  0.212
H8 1.078 1.206 -0.804  0.229
H9 1.577 1.383 2.017  0.026
H10 2.207 0.989 2.059  -0.032

Calculated values
Frontier orbital gap ... 10.153 eV
F_max ... 0.0071 hartree/bohr
E_HOMO ... -9.2484 eV
Relative energy (zero: lowest compared OMol25 entry of this formula, charge and spin) ... 3.134 eV


Density functional theory data (ωB97M-V with the def2-TZVPD basis set) for C5H10O in the gas phase at a distorted geometry.

Each line ends with the natural charge from an NBO analysis.
Atoms and positions in Å:
O1 1.767 0.101 1.592  -0.712
C1 1.701 -0.382 0.268  -0.047
C2 0.296 -0.506 -0.291  -0.245
C3 -1.071 -0.749 0.398  -0.397
C4 -1.661 0.358 -0.529  -0.395
C5 -0.198 0.884 -0.658  -0.402
H1 1.080 0.767 1.718  0.459
H2 2.129 0.344 -0.493  0.147
H3 2.289 -1.304 0.265  0.182
H4 0.352 -1.132 -1.193  0.202
H5 -1.069 -0.438 1.450  0.201
H6 -1.497 -1.754 0.326  0.209
H7 -2.064 -0.068 -1.453  0.205
H8 -2.427 1.014 -0.093  0.206
H9 -0.034 1.570 0.185  0.176
H10 0.406 1.295 -1.491  0.211

Calculated values
Frontier orbital gap ... 11.156 eV
F_max ... 0.0248 hartree/bohr
E_HOMO ... -10.1165 eV
Relative energy (zero: lowest compared OMol25 entry of this formula, charge and spin) ... 1.602 eV


Density functional theory data (ωB97M-V with the def2-TZVPD basis set) for 2 unconnected molecules or ions with the total composition C5H10O at a distorted geometry.

Each line ends with the natural charge from an NBO analysis.
Atoms and positions in Å:
C1 1.565 -0.160 -0.075  -0.294
C2 0.365 -0.599 -0.049  0.396
C3 2.124 1.239 -0.011  -0.640
C4 -0.397 -1.803 -0.083  -0.726
C5 -2.360 0.798 0.114  -0.221
O1 -1.034 1.102 0.038  -0.641
H1 2.476 -0.907 -0.349  0.247
H2 3.158 1.292 0.507  0.217
H3 2.518 1.610 -0.963  0.230
H4 1.526 2.088 0.360  0.255
H5 -0.688 -2.071 -1.072  0.244
H6 -1.194 -1.784 0.666  0.265
H7 0.251 -2.662 0.383  0.251
H8 -2.588 -0.033 0.963  0.100
H9 -2.846 0.222 -0.684  0.133
H10 -2.875 1.668 0.253  0.185

Calculated values
Frontier orbital gap (spin up / spin down) ... 8.241 / 8.242 eV
F_max ... 0.1075 hartree/bohr
E_HOMO (spin up / spin down) ... -8.5120 / -8.5125 eV
Relative energy (zero: lowest compared OMol25 entry of this formula, charge and spin) ... 5.323 eV


Density functional theory data (ωB97M-V with the def2-TZVPD basis set) for C5H10O in the gas phase.

Each line ends with the natural charge from an NBO analysis.
Atoms and positions in Å:
C1 -1.352 -0.558 1.232  -0.632
C2 -0.597 -0.762 -0.080  0.089
C3 -0.453 0.480 -1.002  -0.435
C4 1.048 0.826 -0.935  -0.429
C5 1.488 0.037 0.292  -0.073
O1 0.739 -1.159 0.221  -0.524
H1 -1.517 -1.529 1.707  0.216
H2 -2.322 -0.072 1.096  0.207
H3 -0.764 0.047 1.932  0.207
H4 -1.053 -1.593 -0.626  0.185
H5 -0.749 0.230 -2.024  0.215
H6 -1.078 1.318 -0.677  0.207
H7 1.242 1.899 -0.847  0.211
H8 1.579 0.460 -1.819  0.206
H9 1.242 0.601 1.206  0.153
H10 2.547 -0.225 0.324  0.196

Calculated values
Frontier orbital gap ... 10.804 eV
F_max ... 0.0059 hartree/bohr
E_HOMO ... -9.6809 eV
Relative energy (zero: lowest compared OMol25 entry of this formula, charge and spin) ... 0.411 eV


Density functional theory data (ωB97M-V with the def2-TZVPD basis set) for C5H10O in the gas phase at a distorted geometry.

Each line ends with the natural charge from an NBO analysis.
Atoms and positions in Å:
C1 -1.190 1.411 0.079  -0.615
C2 -1.007 0.110 -0.701  -0.421
C3 0.103 -0.842 -0.233  0.155
C4 1.559 -0.088 -0.272  -0.568
C5 0.240 -1.167 1.198  -0.160
O1 0.251 -1.975 -0.855  -0.482
H1 -0.324 2.076 -0.014  0.201
H2 -1.357 1.224 1.146  0.207
H3 -2.060 1.959 -0.295  0.218
H4 -0.801 0.315 -1.758  0.210
H5 -1.930 -0.481 -0.674  0.220
H6 1.658 0.145 -1.333  0.226
H7 1.585 0.826 0.327  0.206
H8 2.371 -0.762 0.008  0.231
H9 0.129 -2.214 1.468  0.198
H10 0.772 -0.535 1.907  0.174

Calculated values
Frontier orbital gap (spin up / spin down) ... 9.208 / 7.496 eV
F_max ... 0.0321 hartree/bohr
E_HOMO (spin up / spin down) ... -9.5636 / -8.7335 eV
Relative energy (zero: lowest compared OMol25 entry of this formula, charge and spin) ... 4.246 eV


Density functional theory data (ωB97M-V with the def2-TZVPD basis set) for C5H10O in the gas phase.

Each line ends with the natural charge from an NBO analysis.
Atoms and positions in Å:
O1 2.641 0.255 0.314  -0.714
C1 1.522 -0.560 0.621  -0.052
C2 0.334 -0.208 -0.247  -0.242
C3 -1.011 -0.941 -0.062  -0.395
C4 -1.727 0.393 -0.375  -0.395
C5 -0.413 1.131 -0.030  -0.403
H1 2.409 0.749 -0.480  0.463
H2 1.784 -1.619 0.477  0.164
H3 1.281 -0.421 1.683  0.165
H4 0.652 -0.282 -1.298  0.191
H5 -1.169 -1.249 0.980  0.202
H6 -1.204 -1.797 -0.714  0.207
H7 -1.963 0.483 -1.440  0.200
H8 -2.622 0.639 0.205  0.205
H9 -0.389 1.444 1.020  0.204
H10 -0.124 1.982 -0.654  0.203

Calculated values
Frontier orbital gap ... 11.258 eV
F_max ... 0.0074 hartree/bohr
E_HOMO ... -10.1791 eV
Relative energy (zero: lowest compared OMol25 entry of this formula, charge and spin) ... 1.099 eV


relative energy (zero: lowest compared OMol25 entry of this formula, charge and spin) of number 2 (C5H10O)? 0.912 eV


Which formula does entry 4 have? C5H10O